Entry 1:
The molecule C3H4BNO2. Source: OMol25; level of theory: the ωB97M-V functional and the def2-TZVPD basis.

Summary:
Lowest unoccupied orbital energy, hartree: 0.010
Net charge: 0

The geometry in XYZ format:
```
11
Properties=species:S:1:pos:R:3:forces:R:3
O -0.9312 0.4228 0.7231 -0.224 -1.247 0.516
O 0.2787 -0.9474 -0.7049 -0.926 0.498 0.083
N 3.7184 0.8310 -0.2754 0.767 0.622 -0.187
C -2.0534 0.7009 -0.1663 0.168 -3.842 -1.113
C 2.8213 0.1774 -0.0036 -3.429 -2.672 0.802
C 0.0319 -0.3598 0.3975 -0.130 0.860 -0.653
B 1.4215 -0.9372 0.3651 3.354 -0.036 0.414
H -3.0086 0.1578 -0.0188 0.776 0.062 1.164
H -2.1559 1.6838 0.0089 -0.716 3.498 -0.239
H -1.8084 0.3359 -1.1592 0.439 0.845 -0.339
H 1.6856 -2.0651 0.8336 -0.080 1.412 -0.447
```
Positions in Å, forces in eV/Å.

Entry 2:
A structure of composition C3H4BaO3. Source: OMol25; level of theory: the ωB97M-V functional and the def2-TZVPD basis.

Summary:
Lowest unoccupied orbital energy (alpha / beta), hartree: -0.191 / -0.198
Spin multiplicity: 2
Net charge: +1

The geometry in XYZ format:
```
11
Properties=species:S:1:pos:R:3:forces:R:3
Ba 2.0315 -0.1732 0.9319 -1.612 -0.470 -1.057
O 0.5603 -0.8907 -0.9178 -0.356 0.131 -0.862
O -1.1879 -0.7332 0.5094 2.047 -1.879 -2.538
O -0.7130 0.9659 -0.7834 0.453 -1.179 -2.134
C -2.8469 0.3138 0.1543 -2.013 1.965 -0.704
C -0.5754 -0.3941 -0.6062 1.671 2.045 6.734
C -1.9749 1.4671 -0.2734 -1.157 -0.432 0.490
H -1.7358 2.1016 0.5875 -0.013 0.041 -0.254
H -3.3762 0.3833 1.1055 0.495 -0.127 -0.184
H -3.4468 -0.1516 -0.6335 0.359 -0.049 0.217
H -2.4015 2.0531 -1.0968 0.125 -0.045 0.292
```
Positions in Å, forces in eV/Å.

Entry 3:
A structure of composition C3H4BeFO3. Source: OMol25; level of theory: the ωB97M-V functional and the def2-TZVPD basis.

Summary:
Lowest unoccupied orbital energy, hartree: 0.128
Net charge: -1

The geometry in XYZ format:
```
12
Properties=species:S:1:pos:R:3:forces:R:3
F 1.7905 0.0965 2.1034 0.648 -0.130 -1.670
O -0.6483 0.2459 0.1034 -0.184 0.625 -0.559
O -0.0923 -0.9466 -1.7198 -0.141 -0.011 -1.221
O 1.3305 -0.7900 -0.0679 -3.370 -1.884 -1.366
C 2.2003 2.0640 0.9769 -2.084 -0.342 0.311
C 1.9696 0.6872 0.8706 2.970 3.085 0.983
C 0.1978 -0.3970 -0.5113 -0.323 -1.877 1.498
Be 4.1847 1.8935 1.5826 -0.122 0.194 -0.039
H 2.3715 0.3840 -0.1035 1.950 -0.002 1.543
H 2.2121 2.5760 0.0073 0.400 -0.037 0.360
H 1.6728 2.5949 1.7759 0.232 0.246 -0.082
H -0.9771 -0.6607 -1.9757 0.025 0.133 0.242
```
Positions in Å, forces in eV/Å.

Entry 4:
A structure of composition C3H4Br2Cl2O. Source: OMol25; level of theory: the ωB97M-V functional and the def2-TZVPD basis.

Summary:
Lowest unoccupied orbital energy, hartree: 0.000
Net charge: 0

The geometry in XYZ format:
```
12
Properties=species:S:1:pos:R:3:forces:R:3
Br 0.9718 1.2726 -1.7306 -0.113 -0.389 0.191
Br -0.6677 2.0439 0.8830 0.220 -0.232 -0.110
Cl -1.6203 -1.0777 1.0810 0.092 -0.370 0.340
Cl -0.1417 -1.9063 -1.2317 0.314 -0.123 0.172
O -1.6617 0.6757 -1.2495 0.611 -0.596 0.072
C -0.1642 -0.7034 0.1102 -1.318 -0.650 -1.388
C -0.5099 0.5981 -0.5585 0.413 2.073 0.303
C 1.0880 -0.6293 0.8993 2.633 -0.241 1.377
H 1.9265 -1.4064 0.6382 -1.870 1.469 0.095
H 0.7823 -0.8688 1.9533 0.693 0.618 -0.833
H 1.5346 0.4365 0.7940 -0.656 -2.018 0.516
H -1.5377 1.5650 -1.5887 -1.020 0.460 -0.736
```
Positions in Å, forces in eV/Å.

Entry 5:
The molecule C3H4Br2N2. Source: OMol25; level of theory: the ωB97M-V functional and the def2-TZVPD basis.

Summary:
Lowest unoccupied orbital energy, hartree: 0.011
SMILES string: BrC1=NN(Br)CC1
Net charge: 0

The geometry in XYZ format:
```
11
Properties=species:S:1:pos:R:3:forces:R:3
Br -1.0553 3.4413 0.0461 0.504 -0.383 0.174
Br 3.6436 0.7135 -0.0605 1.786 -0.604 0.327
N -0.0704 2.0077 -0.6989 2.619 1.479 0.510
N 1.4616 2.1128 -0.4453 -2.623 1.191 -0.493
C 1.8629 0.9763 -0.0944 -1.955 0.234 -0.269
C -0.4492 0.6868 -0.2754 0.275 -1.921 -2.618
C 0.7938 -0.0447 0.1506 1.247 -1.868 -1.604
H 0.6612 -0.2183 1.1613 0.545 -0.723 2.312
H -0.6829 0.2526 -1.2489 -0.840 -0.370 0.094
H -1.2505 0.4891 0.3905 -0.797 0.641 0.680
H 1.0451 -1.0880 -0.3629 -0.761 2.322 0.888
```
Positions in Å, forces in eV/Å.

Entry 6:
A cluster of 2 separate species, C3H4Br2O in total. Source: OMol25; level of theory: the ωB97M-V functional and the def2-TZVPD basis.

Summary:
Lowest unoccupied orbital energy, hartree: -0.003
SMILES string: C=CC(=O)Br.Br
Net charge: 0

The geometry in XYZ format:
```
10
Properties=species:S:1:pos:R:3:forces:R:3
Br -0.6734 1.2553 -2.5871 3.004 -0.968 -1.259
Br -0.9456 -3.1980 -1.0899 0.117 -0.079 -0.020
O -2.2443 -1.1238 0.1070 -1.606 0.990 0.864
C 0.1399 -0.7475 -0.0851 -0.130 -1.185 -0.385
C -1.1709 -1.4410 -0.1880 2.001 -1.010 -0.992
C 0.4071 0.0122 0.9358 -0.501 -0.150 0.509
H 0.9275 -1.0992 -0.7043 0.196 0.157 -1.156
H 1.2648 0.5760 1.1203 1.522 0.455 -0.069
H -1.8531 1.6676 -2.1680 -3.066 1.051 1.103
H -0.2677 -0.0514 1.7202 -1.538 0.738 1.404
```
Positions in Å, forces in eV/Å.

Entry 7:
A cluster of 2 separate species, C3H4Br2O in total. Source: OMol25; level of theory: the ωB97M-V functional and the def2-TZVPD basis.

Summary:
Lowest unoccupied orbital energy (alpha / beta), hartree: 0.023 / -0.087
Spin multiplicity: 3
Net charge: 0

The geometry in XYZ format:
```
10
Properties=species:S:1:pos:R:3:forces:R:3
Br -2.0439 -0.9978 0.5248 -0.525 0.426 0.217
Br 2.4279 -0.5397 0.4832 0.179 -0.111 -0.147
O 0.0932 -0.8110 -1.2470 1.076 -1.220 -0.140
C -0.2389 1.3024 -0.1239 -2.115 0.096 4.033
C -0.4395 -0.1781 -0.0929 -0.280 0.934 -0.719
C 0.6847 -1.0133 -0.0144 1.265 1.260 -1.242
H -1.1860 1.8385 -0.2969 0.320 -0.191 0.312
H 0.1122 -2.7429 0.5496 -0.612 -1.812 0.494
H 0.4799 1.7156 -0.7591 1.345 -0.154 -1.122
H 0.1104 1.4264 0.9767 -0.653 0.770 -1.685
```
Positions in Å, forces in eV/Å.

Entry 8:
A structure of composition C3H4Br2O. Source: OMol25; level of theory: the ωB97M-V functional and the def2-TZVPD basis.

Summary:
Lowest unoccupied orbital energy (alpha / beta), hartree: 0.026 / -0.087
Spin multiplicity: 3
Net charge: 0

The geometry in XYZ format:
```
10
Properties=species:S:1:pos:R:3:forces:R:3
Br 2.2096 1.5925 -0.2642 -0.120 0.504 -0.084
Br 2.2460 -1.5094 -0.2688 -0.210 -0.537 -0.151
O 0.4661 0.0204 1.2237 1.962 0.124 -2.806
C -0.7182 0.0277 -0.8530 -3.471 3.089 2.546
C -0.8618 -0.0534 0.6873 0.459 -2.827 -2.805
C 1.1998 0.0275 0.0097 3.278 0.184 4.327
H -0.7557 1.0268 -1.3116 0.334 -0.729 0.056
H -1.0370 -0.7925 -1.3404 -0.743 -2.515 -1.999
H -1.4269 0.6574 1.1236 -1.738 2.921 1.137
H -1.3217 -0.9969 0.9937 0.248 -0.213 -0.222
```
Positions in Å, forces in eV/Å.

Entry 9:
A structure of composition C3H4BrClO2S. Source: OMol25; level of theory: the ωB97M-V functional and the def2-TZVPD basis.

Summary:
Lowest unoccupied orbital energy, hartree: -0.018
Net charge: 0

The geometry in XYZ format:
```
12
Properties=species:S:1:pos:R:3:forces:R:3
Br -1.0113 1.9794 0.2110 0.228 1.025 0.206
Cl -2.6944 -0.8634 1.5016 -0.052 -0.016 0.033
S -1.9814 -0.7140 -0.4000 0.016 -0.790 -0.628
O -2.9158 0.0621 -1.1409 0.020 0.053 0.180
O -1.6543 -2.0305 -0.8363 0.293 -0.054 0.245
C 2.0254 0.5677 0.2243 0.106 0.200 0.134
C -0.5345 0.2278 -0.1190 4.844 -1.232 0.701
C 0.8323 -0.2510 -0.0143 -5.669 0.831 -0.927
H 0.9212 -1.3071 -0.2234 0.083 -0.175 0.023
H 2.4026 0.9483 -0.7265 0.055 0.022 -0.080
H 2.8075 -0.0444 0.6695 0.036 0.079 0.046
H 1.8028 1.4251 0.8540 0.040 0.057 0.067
```
Positions in Å, forces in eV/Å.

Entry 10:
A cluster of 2 separate species, C3H4BrF in total. Source: OMol25; level of theory: the ωB97M-V functional and the def2-TZVPD basis.

Summary:
Lowest unoccupied orbital energy, hartree: 0.001
Net charge: 0

The geometry in XYZ format:
```
9
Properties=species:S:1:pos:R:3:forces:R:3
Br -2.4062 0.1521 -0.7373 -1.165 0.896 -0.138
F 1.4745 -0.8932 -0.9989 0.046 0.334 -0.333
C 0.7471 -0.0302 -0.3115 -2.730 -1.007 1.806
C 1.1536 1.1568 0.1194 0.971 -1.138 -1.228
C -1.3432 -0.9678 0.2354 4.184 0.491 -0.802
H 0.7971 1.8609 0.8067 -1.616 0.299 0.789
H 2.0920 1.5367 -0.2448 0.621 -0.336 -0.406
H -1.4371 -1.9860 -0.1427 0.502 0.244 0.260
H -1.0778 -0.8294 1.2737 -0.812 0.218 0.051
```
Positions in Å, forces in eV/Å.

Computed values of E_tot (unit: Eh) for the preceding records, in sequence: -346.734780, -367.595069, -456.925611, -6260.337503, -5374.147803, -5339.935486, -5339.720205, -5339.762168, -3699.530118, -2790.425943.
Computed values of energy above the lowest of the compared OMol25 structures with the same formula, charge and spin (unit: kcal per mole) for the preceding records, in sequence: 79.6, 35.7, 21.5, 3.9, 45.1, 5.5, 71.7, 45.4, 0.0, 86.6.
Computed values of maximum force (unit: eV/A) for the preceding records, in sequence: 4.42, 7.23, 4.39, 2.98, 3.26, 3.42, 4.55, 5.43, 5.80, 4.29.